Formula: C42H26AsBClN3O11Zr
Source: the Open Molecules 2025 dataset
Level of theory: wB97M-V/def2-TZVPD

Values from the calculation:
HOMO energy   -8.6 eV
LUMO level   -0.0182 Ha
Electronic energy   -146294.644 eV
Maximum force   1.62 eV Å⁻¹
Energy above the lowest of the compared OMol25 structures with the same formula, charge and spin   53.3 kJ/mol

Each line ends with the Löwdin charge.
Element x y z (Å)
H1 -2.890 2.944 3.578  0.121
B1 -0.020 1.966 0.728  -0.490
H2 2.547 -4.874 -1.794  0.112
C1 4.055 2.846 -0.379  -0.057
C2 0.717 2.469 -2.858  -0.062
O1 -0.469 -2.310 0.980  -0.204
C3 -1.156 5.335 0.989  0.016
H3 0.039 -2.479 -4.562  0.098
H4 -0.729 -2.668 -6.882  0.103
C4 3.872 -3.892 1.768  -0.498
O2 -2.448 0.122 0.384  -0.251
C5 -2.421 3.610 2.867  0.018
H5 -2.206 -1.041 5.996  0.137
C6 -2.553 -0.974 4.973  0.092
C7 -1.426 -2.358 -6.114  -0.084
C8 2.692 -1.539 -2.390  -0.031
C9 -1.343 1.352 -2.310  -0.093
C10 -1.649 -0.750 3.959  -0.143
H6 -4.662 -1.458 -5.706  0.102
C11 3.228 0.970 0.834  -0.230
H7 2.142 -4.761 1.804  0.072
C12 2.204 -3.859 -1.945  -0.070
C13 -3.632 -1.679 -5.456  -0.089
Cl1 5.503 -0.999 1.503  0.846
C14 -0.992 -2.255 -4.798  -0.091
C15 -0.640 0.160 -2.185  -0.346
O3 -4.478 -0.857 0.266  0.116
C16 0.849 -3.563 -1.864  -0.096
C17 3.121 -2.847 -2.211  -0.067
H8 4.135 0.812 -1.094  0.105
C18 1.338 -1.234 -2.289  -0.218
C19 0.419 -2.256 -2.042  -0.367
C20 -2.751 4.963 2.787  -0.080
C21 1.420 1.283 -2.729  -0.022
C22 3.672 3.675 0.666  -0.063
C23 -0.162 -0.522 4.128  -0.528
H9 -3.503 5.364 3.452  0.103
H10 -4.484 -1.388 6.417  0.121
H11 3.840 4.742 0.596  0.109
C24 -1.463 3.166 1.988  -0.189
N1 2.986 -0.441 0.937  -0.039
C25 0.740 0.113 -2.405  -0.202
H12 2.788 3.789 2.620  0.117
H13 -2.410 6.849 1.835  0.103
O4 0.574 -4.199 1.533  0.106
C26 0.589 -3.023 1.224  -0.526
C27 -2.130 5.805 1.869  -0.080
O5 5.069 -3.943 1.872  0.086
H14 0.136 -4.351 -1.650  0.118
Zr1 -0.521 -0.252 1.062  1.803
H15 -0.669 5.982 0.272  0.122
C28 -4.298 -0.961 3.291  0.104
C29 -0.843 3.998 1.073  -0.194
C30 -2.741 -2.068 -6.446  -0.093
H16 4.528 3.262 -1.259  0.110
N2 -2.034 -0.647 2.699  0.040
C31 -0.660 2.506 -2.659  -0.075
C32 -3.899 -1.089 4.625  -0.267
H17 -3.072 -2.150 -7.473  0.101
H18 4.176 -3.081 -2.277  0.110
O6 0.057 3.284 0.318  0.143
C33 -1.881 -1.861 -3.805  -0.369
H19 2.491 1.272 -2.889  0.102
H20 -1.196 3.441 -2.761  0.111
H21 -2.409 1.379 -2.124  0.115
H22 -3.910 -1.299 -3.366  0.096
C34 1.869 -2.247 1.133  -0.133
C35 3.872 -1.393 1.291  -0.565
O7 -0.929 1.906 1.852  -0.028
O8 0.421 -0.315 2.975  -0.171
As1 -1.422 -1.623 -1.907  1.397
C36 3.199 -2.596 1.438  -0.026
H23 -5.337 -1.036 3.007  0.142
H24 2.393 1.332 2.768  0.124
O9 -4.867 -1.303 5.536  0.097
N3 1.759 -0.965 0.817  0.060
C37 3.080 3.142 1.804  -0.057
H25 3.413 -0.762 -2.611  0.099
O10 3.108 -4.963 1.924  0.134
C38 -3.503 -0.500 0.872  -0.546
C39 3.835 1.479 -0.297  -0.025
C40 2.854 1.778 1.895  -0.015
H26 1.247 3.380 -3.108  0.109
O11 0.356 -0.520 5.216  0.116
C41 -3.315 -0.742 2.358  -0.135
C42 -3.205 -1.585 -4.139  -0.125